The following is a quantum chemistry calculation of 3 unconnected molecules or ions with the total composition C29H59BBr2ClN6O9, from the OMol25 dataset.

XYZ file:
```
107
Properties=species:S:1:pos:R:3:forces:R:3:mulliken_charge:R:1
B -3.52467 4.80157 1.12091 -1.3 2.7 2.4 0.9740
N 9.43920 -6.80390 -0.54155 -0.4 0.3 0.1 -0.7364
Br -5.17691 -3.47621 -1.85455 0.8 2.6 0.3 -0.1432
C 9.16528 -7.86033 -2.72236 0.1 -0.3 -0.2 -1.3642
C -1.55661 1.47436 0.25687 4.6 -2.3 -0.3 -1.1550
H -7.45632 -0.32218 4.70787 0.5 0.5 1.1 0.2816
H 3.69063 -0.62489 -3.86297 0.1 0.1 0.1 0.3297
H -2.83087 -2.93997 3.45028 -0.8 0.7 -2.3 0.3210
H -2.54525 -1.32338 0.61987 -0.8 0.1 2.5 0.1616
C -1.93060 2.57370 2.25938 2.8 1.7 3.3 -0.8094
H -0.55717 2.12453 0.44053 -2.4 -1.2 -0.6 0.6983
H 7.03686 -5.72755 -3.90349 0.1 -0.1 0.0 0.3075
H -0.95905 4.63029 0.22701 -2.1 -1.0 -1.3 0.0748
O -4.78864 1.48611 5.28668 -5.7 -2.2 -4.3 -0.5393
C 4.54686 -0.88879 -3.23044 -0.3 0.2 0.1 -0.6756
H -1.25509 3.76032 -1.37271 -1.5 0.1 1.4 0.4160
C -3.64285 -0.95830 -2.73135 -0.1 -1.7 -1.1 -0.6087
H -1.14827 3.45747 2.02768 -2.3 -1.9 -0.1 0.4050
H 5.20182 -1.51820 -3.84482 0.1 0.0 0.1 0.4048
H -4.64341 -0.64193 2.44433 1.5 2.3 -1.0 0.1528
C -2.74253 -1.25909 1.79579 2.1 0.1 -0.2 -0.2731
H -7.15672 0.49374 6.21554 0.6 -0.6 -0.9 0.3015
C 5.09632 -2.37901 -1.21124 0.0 -0.3 0.1 -1.2788
H -7.15334 2.02481 3.09551 2.2 -1.4 -0.2 0.3689
H 8.44383 -8.25828 -3.44400 0.1 0.1 0.1 0.3433
H 8.66346 -5.10884 -3.45956 0.0 -0.1 -0.2 0.2450
H 6.50691 -7.18888 -2.30993 0.1 0.0 -0.1 0.4010
H -4.38205 -2.89464 2.37682 2.2 0.5 -0.3 0.2293
C -0.34458 2.52743 4.34047 -0.3 0.3 -0.7 -0.6027
C -6.18940 1.32093 3.01658 -1.3 -0.7 1.4 -0.6175
H 0.07599 1.29680 2.48525 -2.3 0.7 1.0 0.3005
H 0.40008 5.71096 -3.67438 -0.6 0.6 1.6 0.3544
H -1.65781 -1.07582 2.26014 -2.1 -0.5 -1.1 0.0680
C -5.09273 -0.68176 -0.43950 2.2 -4.2 -3.9 -0.7126
N 0.15166 5.84406 -2.64774 -3.1 -1.7 -0.5 -0.5514
H -4.58558 2.76766 3.04003 -0.4 -1.7 -1.8 0.0360
Cl -0.01138 -0.19415 -1.66524 -1.7 1.4 1.7 -0.2043
H 2.48540 -0.35894 -1.60435 0.2 -0.1 0.1 0.0870
C -5.07152 2.09578 2.17970 -0.2 3.1 0.8 -0.7221
H -3.90933 3.62828 -1.97936 -0.1 -1.2 2.5 0.2577
H -2.00017 6.65953 -0.59873 -0.9 -1.9 -1.0 0.3942
C -4.76076 0.88603 -0.13267 -3.5 0.8 -1.1 0.9071
H 5.70563 -1.69842 -0.61091 -0.1 0.0 -0.1 0.2049
O -1.79670 1.54422 -2.43356 1.9 -2.0 8.4 -0.4560
C -1.37471 1.08910 -1.26280 -1.4 2.0 -8.2 -0.0709
O -6.23634 1.25383 -0.07810 0.7 -0.1 -0.1 -0.5419
H -3.78111 -1.65172 -3.69850 0.2 1.4 2.3 0.4434
C -0.92169 1.60099 3.06688 1.5 0.2 0.6 -0.3126
H 3.87148 0.03221 -0.89178 -0.1 -0.3 0.0 0.3161
C 4.00809 -1.65749 -2.00115 0.5 0.2 0.1 0.5601
N -6.73867 0.02566 5.38214 1.0 2.7 -2.9 -0.5378
O -1.97613 6.10445 -3.82074 3.4 -0.9 7.7 -0.5796
C -2.28616 5.71367 -1.23443 1.3 0.2 -1.4 -0.0682
C -3.66338 0.00347 2.21072 -0.7 -1.4 1.5 -1.1340
N -2.66821 2.17543 0.98461 0.3 0.0 -0.6 1.7198
H 0.40851 4.92518 -2.21301 0.0 1.2 -0.1 0.3099
O -4.89995 5.37316 1.12654 3.0 -0.3 -2.1 -0.7111
O 7.36081 -5.33320 -1.87203 -0.3 -0.5 -0.2 -0.3188
H 6.60635 0.07726 -1.44049 0.2 -0.2 0.0 0.2459
H -4.92080 6.19861 0.54573 -0.2 -1.4 1.3 0.3534
H -1.18733 2.60238 5.17210 1.9 -0.3 -1.6 0.3103
C 7.17052 -6.71939 -1.57386 0.1 0.0 0.4 -0.7258
H -2.55083 3.00831 3.13580 0.2 -0.8 -2.1 0.1842
C 7.59469 -5.05588 -3.24455 0.1 0.3 0.3 -0.5462
H 7.05679 -0.57751 -3.05111 -0.1 0.0 0.1 0.2628
H -5.65807 2.94356 1.57568 1.4 -2.2 0.9 0.3659
H 9.93503 -8.62622 -2.56728 -0.2 0.2 0.0 0.3437
H -6.59726 0.30692 2.60381 0.9 2.0 0.4 -0.0114
C -1.82960 4.27428 -0.51410 2.3 1.3 -0.3 -1.6693
H -3.44426 0.46351 3.29398 -0.1 -1.2 -2.4 0.5678
H 8.22864 -8.46698 -0.91488 -0.1 0.1 0.0 0.4128
H -1.32448 0.63907 3.55689 0.3 1.6 -1.0 0.2215
Br -6.46312 -1.79252 0.62474 1.4 2.0 -0.5 -0.1162
C -1.35762 5.91332 -2.62199 -2.0 0.3 -6.2 0.3105
C -4.17416 3.14202 -0.91766 -1.8 0.9 -1.3 -0.9396
H -2.72309 -3.55284 1.65531 -1.2 1.8 1.5 0.3258
H -0.12279 3.64441 3.98165 -0.5 -2.4 0.7 0.2780
C -3.93300 1.28925 1.25535 -3.7 -1.7 1.6 1.2570
C 8.48388 -7.51776 -1.40057 0.1 0.4 -0.2 0.3482
H 5.76380 -2.93353 -1.87951 -0.1 0.0 0.1 0.1294
H 0.87926 0.86558 4.75326 0.3 1.4 0.1 0.2899
O 5.18477 0.35201 -2.91396 -0.1 -0.6 -0.2 -0.3945
C -5.82936 1.00231 4.61737 3.3 0.6 3.6 0.6127
H 1.76832 2.28348 4.31276 -1.3 -0.8 0.7 0.2939
H 3.31732 -2.42430 -2.37116 0.0 0.1 -0.1 0.4230
O -4.41811 1.74505 -1.24737 2.4 -1.1 1.1 -0.3406
C 6.54294 0.22867 -2.51954 -0.1 0.4 0.1 -0.6257
H 7.27062 -4.02986 -3.44216 0.0 -0.1 0.1 0.1058
N 0.94014 1.90700 4.83981 -0.8 0.3 -0.9 -0.6148
H -3.37360 5.70905 -1.65930 2.1 0.2 0.9 0.2240
C -3.04503 3.46810 0.21981 -0.8 2.0 -1.5 1.1410
H -5.25634 3.59072 -0.68134 2.6 -0.8 0.1 0.1274
H -1.18084 0.45913 0.76909 -1.6 2.3 -0.7 0.6909
H 9.53607 -5.85534 -0.91714 0.1 -0.3 0.1 0.3234
H 6.63509 -6.74229 -0.61695 0.1 0.1 -0.1 0.3209
H 7.04854 1.17128 -2.74895 -0.1 -0.1 -0.1 0.2589
H -2.53879 -1.15688 -2.39897 -2.0 0.7 -0.6 0.1132
H 9.00958 -6.65631 0.37251 0.2 -0.1 -0.1 0.2691
C -3.22532 -2.72565 2.35099 0.6 -0.6 0.2 -1.0829
C -4.61553 -1.52649 -1.57379 -0.7 3.3 2.0 -0.0497
N 3.26713 -0.77055 -1.09315 -0.1 0.3 -0.2 -0.6150
H -2.61605 6.53318 1.51161 -0.1 -1.3 1.4 0.3175
H -3.85759 0.11536 -3.14088 0.5 -1.9 1.5 0.1486
H 4.64865 -3.10076 -0.51710 0.1 0.2 -0.1 0.4009
O -2.58725 5.63121 1.95933 -1.5 -1.1 -3.4 -0.6519
H 9.66205 -6.99991 -3.17816 -0.1 0.0 0.1 0.2690
H -6.56216 1.08603 -1.03181 0.9 0.3 2.1 0.4858
```
Forces are in eV/Å.

Results
gap between HOMO and LUMO = 6.74 eV
calculated total energy = -7778.40221 hartree
LUMO energy = -3.64 eV
M = 841.9 g/mol
net charge = +1

The following is a quantum chemistry calculation of a molecular structure, C29H59ClP2PdSi3, from the OMol25 dataset.

XYZ file:
```
95
Properties=species:S:1:pos:R:3:forces:R:3:mulliken_spin:R:1
H 0.75701 2.65903 4.73137 0.1 -0.3 0.0 -0.0046
H 4.32185 3.73433 -2.44647 0.0 -0.2 0.0 0.0028
H -0.82827 -1.52846 -2.81444 0.1 0.1 0.1 0.0399
C 1.37942 3.43306 -0.88798 0.0 0.6 0.2 0.1766
H -1.85689 2.12159 2.15794 0.3 0.2 -0.1 -0.0018
H 0.52487 -2.22032 4.93844 0.1 0.2 0.0 -0.0012
H -0.35878 -2.00929 2.79650 -0.3 -0.2 0.0 0.0270
H -1.89193 1.18683 4.24562 0.1 -0.1 0.1 -0.0015
H 0.44382 -4.15726 -3.58246 0.2 0.0 0.1 0.0012
C 1.29007 -3.36492 -0.29503 0.2 -0.3 0.3 0.0073
H 2.11134 3.46776 -4.83703 -0.2 0.1 0.1 0.0008
C -1.40941 -5.22453 -1.07111 -0.2 -0.1 -0.3 0.0194
Pd 0.32821 0.61694 -0.67543 0.4 -0.5 0.7 1.0450
C 1.38919 -1.31652 -2.46507 0.8 0.0 -0.2 0.0281
C -2.82366 2.96516 -1.77255 0.0 0.0 -0.1 0.0299
C -1.03663 -3.63578 1.54858 0.0 0.1 0.0 0.0378
H 2.11552 -4.12069 -4.17710 -0.2 -0.1 0.1 0.0011
C 2.22187 -0.17279 -2.50375 0.4 -2.8 0.1 0.2053
H -0.45714 -5.07648 3.03432 0.1 0.0 -0.1 0.0014
H 4.33042 2.18922 -3.33523 0.0 0.1 0.2 0.0012
H 2.30647 1.79004 4.66998 -0.2 0.0 0.1 0.0004
P -0.29798 2.82290 -0.47135 -0.1 0.7 -1.1 0.0363
C 0.64910 0.11610 2.47479 0.1 -0.1 1.1 0.5413
C -0.93102 3.75047 0.98856 -0.4 0.2 0.3 0.0652
C -0.09145 4.99364 1.28753 0.0 0.1 0.2 0.0170
H 0.95681 4.71828 1.44903 -0.2 0.1 0.0 0.0044
C 1.26667 1.72942 5.02122 0.2 0.1 -0.1 0.0235
H 4.25477 -2.30155 -1.13884 -0.1 -0.1 -0.1 -0.0030
Cl -3.99959 -0.00935 1.27859 -0.9 0.0 0.9 0.0170
H -1.97292 5.35337 -2.72088 0.1 0.1 0.2 -0.0016
C 3.93138 2.70747 -2.45273 0.2 0.1 0.0 0.0116
Si 0.42093 0.20096 4.31429 -0.4 0.2 0.2 -0.0113
H 0.43275 3.53917 -4.25579 0.3 0.0 0.1 0.0072
H -2.00945 -4.07731 1.28276 0.2 0.1 0.0 -0.0001
H -1.96595 -0.57580 4.35185 0.1 0.1 0.0 -0.0010
C -1.38372 3.49527 -1.83671 0.3 0.1 0.2 0.0206
H -0.91856 3.12775 -2.76332 -0.2 0.2 0.3 -0.0066
C -2.87375 -3.16762 -1.29329 0.0 -0.1 -0.1 0.0078
C -1.06645 2.88449 2.24021 0.1 -0.1 0.2 0.0324
H 4.30663 -3.97813 -1.74080 0.0 0.2 0.0 0.0007
C 3.90257 -2.97491 -1.93062 0.2 0.0 0.1 0.0188
H 4.28978 2.18782 -1.55457 -0.1 0.1 -0.2 -0.0004
H -3.50049 -3.84276 -1.89107 0.0 0.2 0.1 0.0006
H -1.86056 5.44157 -0.95697 0.1 -0.1 -0.2 0.0051
C -1.27622 -2.59438 2.63710 0.1 0.1 0.2 0.0138
H -3.25749 3.06232 -0.76689 0.1 0.0 -0.2 0.0034
C 1.42124 0.99727 -2.69300 -0.8 2.3 0.0 0.3103
H 1.28129 1.68188 6.12089 0.0 0.0 -0.3 0.0009
H -0.39831 -5.65051 -1.09730 -0.2 0.2 0.0 0.0032
C -1.42276 0.30794 4.70244 0.0 0.0 0.1 0.0089
C 0.03831 -0.88776 -2.70276 1.0 -1.6 -0.7 0.4583
Si 2.03771 -3.01579 -2.00950 -0.8 0.8 0.1 -0.0408
H 1.41058 4.53049 -0.87450 0.2 0.1 0.1 0.0091
H -2.90233 1.91490 -2.08075 0.1 0.2 0.2 -0.0013
H -1.98281 -5.67762 -1.89142 0.1 -0.1 0.2 -0.0067
H -0.09629 -5.62176 1.39812 0.1 0.3 0.0 -0.0006
H -0.14068 5.74772 0.49360 0.1 -0.2 0.1 -0.0099
H -1.57547 0.37664 5.78983 0.1 0.0 -0.2 0.0000
C 0.05150 0.53234 -2.88594 -0.7 1.7 0.6 0.3565
C -0.10867 -4.73994 2.05078 -0.1 -0.1 0.1 -0.0006
H -2.08013 -1.89006 2.38779 0.2 -0.1 -0.1 -0.0072
H -3.44563 3.55873 -2.45907 0.1 -0.2 0.2 0.0000
H -2.04800 -0.81805 0.23917 -0.4 0.4 -0.1 0.0216
H 2.14879 -1.50681 4.83584 -0.2 0.0 0.1 -0.0003
H -0.37907 5.46463 -1.95431 -0.2 -0.2 0.1 -0.0006
C 1.11464 -1.32179 5.15611 0.2 -0.1 0.0 0.0152
H -3.30892 -3.10429 -0.28483 0.1 0.0 -0.2 0.0022
H 1.11099 -1.17274 6.24698 0.0 0.0 -0.3 0.0006
H 4.31216 -2.61739 -2.88536 -0.1 -0.1 0.2 -0.0014
H -2.19072 0.94496 0.13552 -0.3 -0.4 -0.1 0.0585
Si 2.07051 2.74055 -2.52697 -0.8 -1.1 0.1 0.1228
C -1.43599 -3.70793 -1.26724 0.4 0.3 0.2 -0.0176
H 1.38179 -4.44033 -0.06755 0.0 0.3 0.0 0.0058
H -0.46939 5.45432 2.20755 0.1 0.0 -0.1 0.0062
H 3.31347 -0.18168 -2.43975 -0.4 0.0 0.1 0.0187
C -1.38101 5.02832 -1.85415 -0.2 0.1 -0.3 0.0138
P -0.42861 -2.76098 0.00715 0.0 -0.4 -0.6 0.0697
H 1.92148 -2.81147 0.42626 -0.2 -0.2 -0.2 0.0001
H -3.22321 -0.08665 -0.92575 0.2 0.1 0.2 -0.0118
H -0.78174 1.15048 -3.21340 0.3 -0.4 -0.3 0.0919
H 1.59664 4.81547 -3.78735 -0.1 -0.1 -0.2 -0.0014
H -0.12396 2.35546 2.42535 -0.3 0.2 0.1 -0.0007
H -1.54702 -3.08620 3.57787 0.0 0.1 0.0 0.0029
H -0.95162 -3.46625 -2.22422 -0.2 -0.2 0.2 0.0376
H -1.29229 3.52314 3.10948 0.0 -0.2 -0.2 0.0014
H -1.94519 4.06283 0.70033 0.2 0.0 0.0 0.0156
H 0.91367 -4.36282 2.15429 -0.1 -0.1 0.1 0.0002
C 1.47530 3.74044 -3.98203 0.2 0.4 -0.2 0.0187
C 0.59907 0.25148 1.23831 0.1 -0.6 -0.9 0.0017
C 1.49251 -4.26774 -3.28229 0.1 -0.3 -0.1 0.0230
H -1.89671 -5.51769 -0.13327 0.1 0.0 -0.2 0.0010
H 1.65188 -5.29241 -2.91711 -0.1 0.2 -0.2 0.0013
H -2.92834 -2.17058 -1.74895 0.1 -0.2 0.2 0.0005
C -2.75808 0.00504 0.06090 1.0 0.0 -0.6 -0.0599
H 2.03636 3.04614 -0.08693 -0.2 0.2 -0.3 0.0643
```
Forces are in eV/Å.

Results
gap between HOMO and LUMO (spin up / spin down) = 3.11 / 4.86 eV
energy above the lowest of the compared OMol25 structures with the same formula, charge and spin = 1.5 kJ/mol
calculated total energy = -3279.44566 hartree
LUMO energy (spin up / spin down) = 0.67 / -2.76 eV
2S+1 = 5
M = 695.9 g/mol